Density functional theory data (ωB97M-V with the def2-TZVPD basis set) for a 11-piece molecular cluster, C46H110N4O16 overall at a distorted geometry.

Each line ends with the Löwdin charge.
CARTESIAN COORDINATES (ANGSTROEM)
C (11.337, -1.709, 0.749)  -0.012
C (9.972, -2.354, 0.331)  -0.425
C (9.885, -2.615, -1.258)  -0.010
C (9.952, -3.666, 1.048)  -0.225
C (8.662, -4.328, 1.124)  -0.238
C (7.701, -3.366, 1.816)  -0.122
C (7.447, -1.989, 1.070)  -0.469
C (6.595, -2.155, -0.168)  -0.028
C (6.784, -1.063, 2.135)  -0.038
N (8.842, -1.463, 0.829)  -0.128
O (8.729, -0.256, 0.167)  -0.017
H (11.162, -0.649, 0.935)  0.071
H (11.826, -2.270, 1.546)  0.078
H (11.989, -1.708, -0.124)  0.073
H (10.756, -3.207, -1.540)  0.075
H (8.997, -3.088, -1.677)  0.059
H (10.028, -1.618, -1.674)  0.072
H (10.552, -4.534, 0.777)  0.133
H (10.128, -3.613, 2.123)  0.121
H (8.304, -4.516, 0.112)  0.107
H (8.757, -5.340, 1.517)  0.122
H (7.965, -3.261, 2.868)  0.120
H (6.812, -3.990, 1.718)  0.110
H (5.684, -2.641, 0.181)  0.090
H (7.129, -2.797, -0.869)  0.060
H (6.416, -1.244, -0.739)  0.087
H (6.203, -0.313, 1.598)  0.073
H (7.407, -0.616, 2.909)  0.084
H (6.033, -1.616, 2.699)  0.075
H (9.020, 0.343, 0.858)  0.101
C (-2.843, 9.766, 0.440)  -0.028
C (-2.316, 9.833, 1.953)  -0.452
C (-1.897, 8.452, 2.429)  -0.058
C (-0.995, 10.746, 1.974)  -0.064
C (-1.354, 12.371, 2.100)  -0.151
C (-2.288, 12.640, 3.277)  -0.133
C (-3.599, 11.776, 3.158)  -0.470
C (-4.451, 11.946, 4.417)  -0.051
C (-4.488, 12.244, 1.997)  -0.056
N (-3.365, 10.311, 2.903)  -0.121
O (-4.513, 9.516, 2.772)  -0.020
H (-2.058, 9.706, -0.314)  0.067
H (-3.394, 8.849, 0.231)  0.071
H (-3.407, 10.612, 0.048)  0.057
H (-1.253, 8.380, 3.305)  0.080
H (-2.752, 7.803, 2.616)  0.073
H (-1.251, 7.969, 1.696)  0.087
H (-0.355, 10.468, 2.812)  0.098
H (-0.554, 10.575, 0.992)  0.094
H (-0.443, 12.909, 2.364)  0.093
H (-1.686, 12.709, 1.119)  0.095
H (-2.382, 13.697, 3.528)  0.121
H (-1.761, 12.164, 4.104)  0.113
H (-4.587, 12.947, 4.827)  0.085
H (-4.080, 11.359, 5.257)  0.080
H (-5.435, 11.529, 4.203)  0.072
H (-5.456, 11.751, 1.909)  0.084
H (-4.039, 12.167, 1.007)  0.052
H (-4.668, 13.319, 1.978)  0.084
H (-4.369, 8.814, 3.411)  0.095
C (1.499, -9.536, 2.063)  -0.023
C (1.671, -9.977, 0.571)  -0.472
C (0.293, -10.409, -0.104)  -0.013
C (2.223, -8.746, -0.152)  -0.139
C (2.953, -9.007, -1.533)  -0.161
C (4.087, -9.942, -1.123)  -0.193
C (3.660, -11.321, -0.542)  -0.376
C (3.044, -12.175, -1.846)  -0.011
C (5.000, -11.926, 0.114)  -0.019
N (2.630, -11.081, 0.501)  -0.151
O (2.257, -12.264, 1.112)  -0.005
H (2.471, -9.155, 2.376)  0.078
H (0.866, -8.653, 2.140)  0.081
H (1.211, -10.382, 2.686)  0.078
H (0.315, -10.447, -1.193)  0.071
H (-0.324, -11.123, 0.440)  0.080
H (-0.214, -9.444, -0.074)  0.066
H (1.417, -8.091, -0.483)  0.105
H (2.872, -7.999, 0.305)  0.117
H (2.350, -9.577, -2.240)  0.088
H (3.429, -8.168, -2.041)  0.112
H (4.884, -9.422, -0.592)  0.116
H (4.548, -10.144, -2.090)  0.107
H (2.252, -11.604, -2.330)  0.047
H (2.629, -13.161, -1.636)  0.057
H (3.700, -12.462, -2.668)  0.065
H (5.854, -11.547, -0.448)  0.068
H (4.930, -13.014, 0.128)  0.066
H (5.154, -11.702, 1.170)  0.076
H (1.545, -12.669, 0.612)  0.086
C (-2.675, -0.601, 1.374)  -0.011
C (-1.637, 0.085, 0.419)  -0.500
C (-1.499, 1.522, 0.870)  -0.056
C (-0.264, -0.513, 0.908)  -0.163
C (-0.047, -1.895, 0.395)  -0.197
C (0.015, -1.745, -1.140)  -0.153
C (-1.332, -1.338, -1.768)  -0.440
C (-1.188, -1.081, -3.349)  -0.029
C (-2.219, -2.576, -1.624)  -0.051
N (-1.792, -0.061, -1.039)  -0.102
O (-2.953, 0.539, -1.521)  -0.011
H (-3.646, -0.146, 1.178)  0.069
H (-2.705, -1.575, 0.885)  0.067
H (-2.360, -0.474, 2.410)  0.089
H (-2.415, 2.108, 0.944)  0.081
H (-1.063, 1.510, 1.869)  0.083
H (-0.844, 1.970, 0.124)  0.089
H (0.630, 0.040, 0.619)  0.124
H (-0.270, -0.606, 1.994)  0.113
H (0.855, -2.446, 0.663)  0.111
H (-0.741, -2.686, 0.679)  0.099
H (0.314, -2.680, -1.614)  0.118
H (0.740, -1.000, -1.465)  0.117
H (-0.550, -0.242, -3.629)  0.071
H (-2.156, -0.724, -3.700)  0.072
H (-0.744, -1.903, -3.912)  0.079
H (-3.236, -2.184, -1.600)  0.084
H (-2.015, -3.362, -0.896)  0.079
H (-2.106, -3.053, -2.597)  0.070
H (-2.573, 1.223, -2.077)  0.104
O (-9.268, 4.063, 4.742)  -0.088
C (-8.523, 5.239, 4.342)  -0.207
C (-7.499, 4.687, 3.338)  -0.255
O (-6.790, 3.488, 3.718)  -0.055
H (-9.891, 3.816, 4.054)  0.088
H (-9.152, 6.084, 4.061)  0.122
H (-7.862, 5.478, 5.175)  0.116
H (-6.901, 5.494, 2.917)  0.112
H (-8.141, 4.446, 2.491)  0.101
H (-7.383, 3.086, 4.358)  0.066
O (-1.292, 6.765, -8.295)  -0.023
C (-2.318, 7.046, -7.465)  -0.310
C (-2.253, 6.279, -6.118)  -0.181
O (-2.917, 4.956, -6.054)  -0.109
H (-1.344, 5.816, -8.430)  0.091
H (-2.294, 8.117, -7.263)  0.120
H (-3.343, 6.860, -7.787)  0.117
H (-2.840, 6.808, -5.367)  0.112
H (-1.205, 6.066, -5.910)  0.116
H (-3.636, 5.011, -5.421)  0.065
O (-5.129, -7.582, -0.148)  -0.053
C (-5.787, -7.204, -1.310)  -0.290
C (-7.096, -7.921, -1.595)  -0.245
O (-7.925, -7.672, -0.505)  -0.056
H (-5.870, -7.962, 0.330)  0.072
H (-5.937, -6.127, -1.245)  0.117
H (-4.982, -7.317, -2.037)  0.123
H (-7.040, -9.000, -1.736)  0.129
H (-7.394, -7.397, -2.503)  0.117
H (-7.586, -6.950, 0.029)  0.086
O (-0.706, 2.747, -11.796)  -0.049
C (-1.945, 2.299, -11.360)  -0.289
C (-1.644, 1.706, -10.076)  -0.264
O (-1.147, 2.653, -9.106)  -0.060
H (-0.375, 3.303, -11.088)  0.079
H (-2.581, 3.178, -11.255)  0.123
H (-2.485, 1.655, -12.055)  0.131
H (-0.920, 0.896, -10.161)  0.128
H (-2.596, 1.283, -9.758)  0.121
H (-1.734, 2.571, -8.350)  0.081
O (-0.249, 0.842, 7.880)  -0.070
C (0.890, 1.598, 7.364)  -0.217
C (1.702, 1.947, 8.590)  -0.300
O (2.377, 0.938, 9.283)  -0.038
H (-0.826, 1.567, 8.131)  0.078
H (1.416, 0.918, 6.693)  0.118
H (0.787, 2.490, 6.746)  0.117
H (1.175, 2.658, 9.226)  0.116
H (2.525, 2.589, 8.276)  0.115
H (1.745, 0.215, 9.300)  0.082
O (-7.157, 0.295, -0.528)  -0.048
H (-7.384, -0.633, -0.577)  0.031
H (-6.279, 0.308, -0.149)  0.021
O (-6.136, 3.718, -2.260)  -0.052
H (-6.299, 2.842, -1.909)  0.017
H (-6.316, 4.307, -1.527)  0.027

Cartesian forces, eV/Å:
C -0.783 0.391 -1.647
C -0.298 0.097 -1.199
C 1.013 0.982 1.433
C 0.302 -1.784 1.740
C -1.834 0.527 -1.268
C -1.210 -1.291 -1.193
C 2.452 -0.610 2.070
C 0.421 -0.389 -0.058
C -0.926 -0.260 -0.815
N -0.237 -2.309 1.238
O 0.565 0.761 -0.649
H 0.238 -0.097 0.544
H -0.211 0.432 0.102
H 0.248 -0.165 0.008
H 0.011 -0.079 -0.021
H -0.052 0.127 0.453
H -0.234 -0.075 -0.425
H 1.374 0.985 -1.020
H 0.901 0.960 0.190
H -0.356 0.009 -0.304
H -0.263 0.204 0.713
H -0.028 0.333 -0.059
H -0.915 0.659 0.716
H -0.270 0.126 -0.478
H -0.278 -0.308 0.085
H -0.190 0.193 0.470
H 0.212 0.446 0.179
H 0.481 -0.049 -0.479
H -0.102 -0.335 -0.103
H -0.040 0.517 -0.219
C 0.409 -0.438 0.095
C 0.181 1.399 -0.701
C 0.422 -0.883 -0.378
C -2.508 2.081 0.218
C 0.818 -1.978 0.025
C -0.013 -2.832 -0.559
C -1.604 0.668 -1.086
C -0.287 -1.027 0.585
C 0.118 1.330 -1.192
N 2.936 0.528 1.076
O -0.507 0.621 -0.318
H 0.729 -0.095 0.409
H -0.413 0.084 0.397
H -0.263 -0.029 0.705
H -0.294 0.786 0.405
H 0.013 -0.076 -0.253
H -0.282 -0.102 -0.495
H 0.047 -0.029 -0.159
H 0.475 0.025 0.374
H 0.319 -0.126 -0.466
H -0.241 0.151 0.140
H -0.678 -0.126 -0.266
H 0.070 0.207 0.473
H 0.212 0.261 -0.617
H 0.361 -0.150 -0.028
H -0.125 0.127 0.103
H 0.124 -0.187 0.397
H 0.378 -0.503 0.149
H -0.274 0.263 0.726
H -0.125 0.038 0.242
C 0.492 -0.220 -0.917
C -0.265 -0.762 -0.204
C 0.522 2.651 0.536
C -0.167 1.586 -3.463
C 0.250 -1.670 2.233
C 0.256 -0.501 -1.779
C -0.051 0.483 -0.561
C 0.415 0.210 1.170
C -1.662 -0.423 -0.602
N 2.075 0.370 -0.557
O -0.130 -0.049 0.786
H 0.163 -0.380 0.143
H -0.559 -0.358 0.001
H -0.211 0.275 0.067
H 0.480 -1.178 -0.003
H 0.331 -0.219 -0.306
H -0.783 0.005 0.590
H -0.765 -0.128 0.577
H 0.220 -0.774 1.110
H -0.320 0.400 -0.038
H -0.572 0.404 0.301
H -0.317 -0.060 0.688
H 0.544 -0.553 -0.011
H -0.063 0.139 0.288
H -0.242 0.083 0.819
H 0.848 0.605 0.254
H 0.008 -0.388 -0.094
H 0.302 -0.088 -0.443
H -0.445 0.655 -0.087
H -0.356 -0.110 -0.499
C -0.059 0.405 -2.691
C 0.892 -0.338 1.947
C -0.163 0.614 -0.745
C -0.131 -1.032 0.257
C 0.629 -1.259 -2.119
C -0.302 0.055 -0.543
C 0.631 0.241 0.370
C -0.052 1.316 1.530
C -1.010 0.504 -1.449
N 2.148 -1.317 0.187
O -0.436 -0.281 -0.153
H -0.127 0.079 0.328
H -0.309 -0.668 1.260
H -0.213 -0.537 -0.185
H -0.202 -0.175 -0.263
H 0.182 0.226 -0.126
H 0.231 0.536 0.364
H -0.278 0.533 -0.088
H -0.176 0.657 0.120
H 0.657 0.838 0.451
H -0.825 0.524 0.009
H -0.030 -0.133 -0.079
H 0.338 0.098 0.410
H 0.371 0.268 0.651
H -0.223 -0.733 -0.320
H -0.589 -0.373 0.304
H -0.346 -0.550 0.276
H 0.035 0.622 0.411
H -0.320 -0.428 0.059
H -0.379 0.316 -0.147
O -0.123 0.757 0.603
C 1.738 -2.189 0.783
C -1.392 0.224 -1.836
O -0.331 1.949 0.097
H -0.035 0.113 -0.209
H 0.231 -0.135 -0.342
H -0.726 0.354 0.662
H 0.834 -0.254 0.540
H -0.002 -0.454 -0.536
H -0.182 -0.359 0.226
O 0.996 -0.902 -1.460
C -1.985 0.325 2.859
C -0.969 -0.827 0.200
O 0.600 0.519 -1.046
H 0.426 -0.278 -0.457
H 0.170 0.062 0.236
H -0.128 -0.208 -0.939
H 0.895 0.735 0.176
H -0.017 0.421 0.506
H 0.023 0.041 -0.110
O -0.542 -0.878 1.413
C 1.738 0.274 -1.315
C 1.524 1.210 -0.350
O -1.206 -0.364 0.828
H 0.402 -0.402 1.098
H -0.653 0.327 -0.231
H -0.577 -0.154 -0.909
H 0.214 0.091 -0.125
H -0.776 -0.374 -0.264
H -0.114 0.273 -0.147
O 1.151 0.484 -1.987
C 0.046 1.606 -0.378
C -1.337 -1.658 2.109
O -0.361 -0.199 -0.591
H 0.197 0.149 0.014
H -0.500 0.067 0.316
H 0.650 -0.337 -0.138
H 0.037 0.025 -0.184
H -0.031 -0.292 0.735
H 0.120 0.247 0.162
O 0.215 1.365 -1.273
C 0.871 -1.745 1.089
C 1.922 2.117 -0.984
O -0.903 -0.696 -0.104
H -0.651 -0.323 0.384
H 0.211 -0.231 0.260
H -1.137 0.203 0.253
H -0.740 -0.414 0.458
H 0.195 0.219 -0.470
H 0.017 -0.496 0.381
O -0.135 0.266 -0.084
H -0.090 -0.213 -0.054
H 0.301 0.016 0.112
O 0.135 0.142 -0.245
H -0.100 -0.353 0.072
H -0.044 0.154 0.169

## Properties
SMILES string	CC1(C)CCCC(C)(C)N1O.CC1(C)CCCC(C)(C)N1O.CC1(C)CCCC(C)(C)N1O.CC1(C)CCCC(C)(C)N1O.OCCO.OCCO.OCCO.OCCO.OCCO.O.O
gap between HOMO and LUMO	0.29456	Ha
relative energy (zero: lowest compared OMol25 entry of this formula, charge and spin)	786.24	kJ/mol